Formula: C12H13NO
Source: the Open Molecules 2025 dataset
Level of theory: ωB97M-V/def2-TZVPD

HOMO level (spin up / spin down) ... -6.53 / -7.38 eV
Orbital gap (spin up / spin down) ... 6.5 / 7.2 eV

Atoms and positions in Å:
C 0.91 3.00 -0.04
C 0.20 3.15 1.18
C 1.03 1.82 -0.56
C -0.38 2.12 1.83
C 0.55 0.56 0.19
C -0.04 0.76 1.48
C -0.64 -1.51 -2.40
C -0.35 -2.57 -1.37
C 0.57 -0.55 -2.12
C -0.09 -1.83 -0.19
C -0.30 -0.85 3.49
C 0.52 -0.54 -0.64
N -0.26 -0.16 2.40
O -1.28 0.13 3.45
H 1.16 3.97 -0.47
H 0.01 4.15 1.70
H 1.55 1.64 -1.43
H -1.07 2.22 2.59
H -0.64 -1.74 -3.42
H -1.64 -1.12 -1.98
H -0.99 -3.44 -1.42
H 0.56 -3.02 -1.73
H 1.45 -0.80 -2.53
H 0.26 0.42 -2.53
H -0.99 -1.49 0.35
H 0.42 -2.40 0.60
H -0.52 -1.91 3.60

Which charges does natural (NBO) predict for the atoms? In e, they are: number 1, C, carries -0.2460; number 2, C, carries -0.2092; number 3, C, carries -0.1532; number 4, C, carries -0.2010; number 5, C, carries -0.0905; number 6, C, carries 0.1027; number 7, C, carries -0.3685; number 8, C, carries -0.4155; number 9, C, carries -0.4512; number 10, C, carries -0.4540; number 11, C, carries 0.1555; number 12, C, carries 0.0901; number 13, N, carries -0.0912; number 14, O, carries -0.3834; number 15, H, carries 0.2181; number 16, H, carries 0.2152; number 17, H, carries 0.2035; number 18, H, carries 0.2281; number 19, H, carries 0.2122; number 20, H, carries 0.1955; number 21, H, carries 0.2182; number 22, H, carries 0.1894; number 23, H, carries 0.2146; number 24, H, carries 0.2166; number 25, H, carries 0.2123; number 26, H, carries 0.2230; number 27, H, carries 0.1686

***

Formula: C12H13NOS
Source: the Open Molecules 2025 dataset
Level of theory: ωB97M-V/def2-TZVPD

HOMO level (spin up / spin down) ... -7.47 / -7.47 eV
Orbital gap (spin up / spin down) ... 6.6 / 6.6 eV

Atoms and positions in Å:
C 3.73 0.08 -0.18
C 2.94 0.90 0.65
C 3.03 -0.65 -1.20
C 1.54 0.90 0.61
C 1.68 -0.66 -1.24
C 0.92 0.06 -0.31
C -2.37 -0.68 0.22
C -2.10 1.78 0.02
C -0.50 -0.04 -0.25
C -1.62 0.53 0.72
C -1.28 0.69 2.16
C -1.18 -2.21 -1.45
N -1.27 -1.12 -0.52
O -3.42 -1.19 0.36
S -1.48 1.91 -1.66
H 4.71 0.26 0.01
H 3.42 1.46 1.43
H 3.46 -1.22 -1.97
H 0.94 1.38 1.35
H 1.15 -0.86 -2.19
H -3.32 1.72 -0.03
H -1.79 2.70 0.58
H -2.11 0.23 2.75
H -1.03 1.66 2.40
H -0.35 -0.02 2.45
H -1.39 -2.01 -2.41
H -0.31 -2.75 -1.32
H -2.00 -2.83 -0.97

Which charges does natural (NBO) predict for the atoms? In e, they are: number 1, C, carries -0.1915; number 2, C, carries -0.1923; number 3, C, carries -0.1797; number 4, C, carries -0.1421; number 5, C, carries -0.2001; number 6, C, carries -0.1702; number 7, C, carries 0.7185; number 8, C, carries -0.5492; number 9, C, carries 0.4861; number 10, C, carries -0.1997; number 11, C, carries -0.6103; number 12, C, carries -0.4139; number 13, N, carries -0.4388; number 14, O, carries -0.5295; number 15, S, carries -0.2580; number 16, H, carries 0.2198; number 17, H, carries 0.2120; number 18, H, carries 0.2177; number 19, H, carries 0.2197; number 20, H, carries 0.2260; number 21, H, carries 0.2225; number 22, H, carries 0.2120; number 23, H, carries 0.2446; number 24, H, carries 0.2202; number 25, H, carries 0.2122; number 26, H, carries 0.2161; number 27, H, carries 0.2145; number 28, H, carries 0.2333

***

Formula: C12H14BF3N6O2Pb
Source: the Open Molecules 2025 dataset
Level of theory: ωB97M-V/def2-TZVPD

HOMO level (spin up / spin down) ... -15.54 / -15.53 eV
Orbital gap (spin up / spin down) ... 4.4 / 4.0 eV
Charge ... +2

Atoms and positions in Å:
H 0.99 3.37 0.01
N 0.44 1.81 -1.34
B 0.10 0.39 -3.46
N 0.44 1.73 -2.73
C 0.86 2.90 -3.25
Pb 0.05 0.07 0.70
H 0.92 3.02 -4.32
C 1.15 3.77 -2.20
H 1.51 4.78 -2.26
C 0.88 3.04 -1.02
H 0.27 0.49 -4.64
C -0.54 -2.03 1.29
H -0.56 -2.04 2.39
H 0.21 -2.75 0.91
H -1.53 -2.26 0.87
N -1.38 -0.01 -3.16
N 1.04 -0.69 -2.83
N -1.72 -0.26 -1.85
N 1.13 -0.86 -1.46
C -2.47 -0.20 -3.95
C 1.91 -1.51 -3.46
H -2.41 -0.05 -5.02
H 2.00 -1.49 -4.53
C -3.54 -0.58 -3.13
C 2.57 -2.26 -2.49
C -3.01 -0.60 -1.82
C 2.05 -1.83 -1.25
H -4.55 -0.80 -3.42
H 3.32 -3.02 -2.64
H -3.52 -0.85 -0.89
H 2.30 -2.18 -0.26
H -1.80 0.34 1.06
F 1.31 2.23 4.83
C 1.02 1.62 3.67
F 0.00 0.72 3.91
F 0.50 2.58 2.81
C 2.23 0.91 2.96
O 3.35 1.15 3.39
O 1.90 0.14 1.97

Which charges does natural (NBO) predict for the atoms? In e, they are: number 1, H, carries 0.2754; number 2, N, carries -0.1919; number 3, B, carries 0.5344; number 4, N, carries -0.2628; number 5, C, carries 0.1207; number 6, Pb, carries 1.6381; number 7, H, carries 0.2786; number 8, C, carries 0.0019; number 9, H, carries 0.2782; number 10, C, carries -0.0178; number 11, H, carries 0.0101; number 12, C, carries -0.9488; number 13, H, carries 0.2628; number 14, H, carries 0.2354; number 15, H, carries 0.2322; number 16, N, carries -0.2968; number 17, N, carries -0.3523; number 18, N, carries -0.1347; number 19, N, carries -0.3756; number 20, C, carries 0.1523; number 21, C, carries 0.0307; number 22, H, carries 0.2728; number 23, H, carries 0.2502; number 24, C, carries -0.0099; number 25, C, carries -0.2915; number 26, C, carries -0.0543; number 27, C, carries 0.0079; number 28, H, carries 0.2756; number 29, H, carries 0.2694; number 30, H, carries 0.2661; number 31, H, carries 0.2472; number 32, H, carries -0.0945; number 33, F, carries -0.2669; number 34, C, carries 0.8792; number 35, F, carries -0.3295; number 36, F, carries -0.3493; number 37, C, carries 0.6825; number 38, O, carries -0.4684; number 39, O, carries -0.7570

***

Formula: C12H14ClN2
Source: the Open Molecules 2025 dataset
Level of theory: ωB97M-V/def2-TZVPD

HOMO level ... -8.80 eV
Orbital gap ... 2.9 eV
Charge ... +1

Atoms and positions in Å:
C 1.10 -3.28 -3.37
N 0.79 -2.35 -2.25
C -0.43 -1.89 -2.08
C -0.75 -0.96 -1.09
C 0.27 -0.52 -0.27
C 1.58 -1.01 -0.46
C 1.78 -1.97 -1.41
C -0.01 0.54 0.78
C -1.25 1.17 0.77
C -1.49 2.22 1.62
N -0.59 2.62 2.57
C 0.56 1.93 2.66
C 0.91 0.97 1.72
C -0.90 3.64 3.60
H 0.37 -3.11 -4.15
H 1.13 -4.31 -3.02
H 2.09 -2.94 -3.66
H -1.17 -2.22 -2.78
H -1.76 -0.60 -1.27
H 2.47 -0.71 0.08
H 2.79 -2.33 -1.58
H -2.02 0.98 0.03
H -2.37 2.85 1.56
H 1.12 2.12 3.57
H 1.91 0.57 1.73
H -1.08 3.16 4.55
H -1.86 4.08 3.31
H -0.24 4.48 3.41
Cl -2.97 -3.12 -4.55

Which charges does natural (NBO) predict for the atoms? In e, they are: number 1, C, carries -0.4092; number 2, N, carries -0.2329; number 3, C, carries 0.1297; number 4, C, carries -0.2042; number 5, C, carries 0.0097; number 6, C, carries -0.2136; number 7, C, carries 0.0825; number 8, C, carries 0.0566; number 9, C, carries -0.1991; number 10, C, carries 0.1007; number 11, N, carries -0.2505; number 12, C, carries 0.1144; number 13, C, carries -0.2079; number 14, C, carries -0.4261; number 15, H, carries 0.2880; number 16, H, carries 0.2477; number 17, H, carries 0.2147; number 18, H, carries 0.3154; number 19, H, carries 0.2724; number 20, H, carries 0.2460; number 21, H, carries 0.2445; number 22, H, carries 0.2643; number 23, H, carries 0.2458; number 24, H, carries 0.2475; number 25, H, carries 0.2529; number 26, H, carries 0.2567; number 27, H, carries 0.2379; number 28, H, carries 0.2551; number 29, Cl, carries -0.9392

***

Formula: C12H14F20N12O40S20
Source: the Open Molecules 2025 dataset
Level of theory: ωB97M-V/def2-TZVPD

HOMO level ... 3.74 eV
Orbital gap ... 7.0 eV
Charge ... -8

Atoms and positions in Å:
C 3.82 3.38 1.69
N 2.74 2.35 1.44
C 1.71 2.26 2.29
C 0.71 1.23 2.12
C 0.82 0.43 1.00
C 1.91 0.63 0.15
C 2.86 1.56 0.41
C -0.17 -0.66 0.84
C -0.76 -1.23 1.98
C -1.85 -2.07 1.91
N -2.25 -2.46 0.69
C -1.73 -2.06 -0.45
C -0.75 -1.06 -0.45
C -3.43 -3.40 0.69
H 3.65 4.04 0.84
H 4.80 2.92 1.70
H 3.54 3.93 2.58
H 1.76 2.91 3.15
H -0.03 1.07 2.89
H 1.98 0.01 -0.73
H 3.73 1.63 -0.23
H -0.36 -0.97 2.95
H -2.39 -2.54 2.72
H -2.16 -2.48 -1.35
H -0.29 -0.71 -1.36
H -3.88 -3.34 -0.30
H -4.22 -3.15 1.40
H -3.03 -4.37 0.98
N 7.04 4.50 -2.63
S 8.50 4.05 -2.98
O 9.11 2.83 -2.57
O 9.39 5.21 -3.00
F 8.23 3.85 -4.57
S 6.94 3.95 -1.07
O 8.09 3.88 -0.14
O 5.94 2.94 -0.82
F 6.32 5.30 -0.55
N -3.64 0.45 3.43
S -3.20 0.67 4.78
O -2.64 -0.47 5.54
O -3.77 1.83 5.51
F -1.71 1.36 4.38
S -5.20 0.12 3.92
O -6.25 1.14 3.65
O -5.31 -0.87 5.02
F -5.50 -0.79 2.61
N -3.26 0.27 -5.25
S -4.65 -0.22 -5.41
O -5.78 0.58 -4.90
O -4.81 -1.65 -5.63
F -4.66 0.30 -6.97
S -3.00 -0.31 -3.66
O -1.84 -1.16 -3.56
O -4.11 -0.53 -2.67
F -2.42 0.99 -3.05
N 5.23 9.07 0.91
S 4.93 7.98 1.89
O 4.94 6.65 1.39
O 4.14 8.19 3.08
F 6.44 8.09 2.50
S 3.67 8.98 0.25
O 2.75 9.93 0.86
O 3.16 7.74 -0.31
F 4.16 9.82 -1.12
N 4.59 -1.52 3.88
S 4.90 -0.13 3.54
O 4.02 0.97 4.00
O 5.91 -0.01 2.47
F 5.88 -0.11 4.81
S 3.49 -1.85 2.72
O 3.92 -1.95 1.35
O 2.22 -1.30 2.97
F 3.37 -3.41 3.20
N -8.61 -4.12 0.09
S -9.15 -2.81 0.78
O -10.43 -2.31 0.16
O -8.27 -1.74 1.23
F -9.57 -3.50 2.18
S -7.64 -3.41 -1.07
O -6.26 -3.05 -0.65
O -8.34 -2.45 -1.92
F -7.40 -4.66 -2.04
N -3.11 -4.49 3.62
S -2.15 -5.59 3.80
O -1.52 -6.06 2.53
O -2.06 -6.56 4.91
F -0.88 -4.79 4.31
S -4.46 -5.45 3.63
O -4.93 -5.91 4.91
O -4.60 -6.27 2.46
F -5.51 -4.30 3.21
N -0.48 4.21 -2.27
S 0.39 3.04 -2.40
O 0.20 1.87 -1.54
O 1.79 3.33 -2.75
F -0.25 2.36 -3.74
S -0.17 4.51 -0.63
O 1.23 4.58 -0.10
O -1.15 3.72 0.12
F -0.87 5.98 -0.52
N -3.87 -5.94 -4.64
S -3.76 -4.79 -3.67
O -3.06 -3.57 -4.10
O -3.60 -5.28 -2.29
F -5.29 -4.36 -3.75
S -2.21 -6.13 -4.82
O -1.42 -6.65 -3.78
O -1.52 -5.23 -5.78
F -2.29 -7.45 -5.76
N 4.59 -1.02 -3.55
S 4.79 -1.94 -2.38
O 5.44 -1.28 -1.25
O 5.07 -3.35 -2.69
F 3.27 -1.94 -1.84
S 6.13 -0.32 -3.57
O 7.38 -1.13 -3.53
O 6.13 1.04 -3.13
F 6.16 0.01 -5.11

These are the Löwdin partial charges, in e, on atoms 1 to 99: number 1, C, carries 0.0435; number 2, N, carries -0.0723; number 3, C, carries 0.0171; number 4, C, carries 0.0637; number 5, C, carries -0.1516; number 6, C, carries 0.0322; number 7, C, carries -0.0085; number 8, C, carries -0.0613; number 9, C, carries 0.0228; number 10, C, carries 0.0033; number 11, N, carries -0.0487; number 12, C, carries 0.0189; number 13, C, carries 0.1135; number 14, C, carries 0.0420; number 15, H, carries 0.0936; number 16, H, carries 0.1011; number 17, H, carries 0.0952; number 18, H, carries 0.1334; number 19, H, carries 0.0968; number 20, H, carries 0.1284; number 21, H, carries 0.1567; number 22, H, carries 0.1127; number 23, H, carries 0.1129; number 24, H, carries 0.1312; number 25, H, carries 0.1105; number 26, H, carries 0.0754; number 27, H, carries 0.0796; number 28, H, carries 0.0854; number 29, N, carries -0.2595; number 30, S, carries 0.4468; number 31, O, carries -0.2915; number 32, O, carries -0.3731; number 33, F, carries -0.2425; number 34, S, carries 0.5486; number 35, O, carries -0.3339; number 36, O, carries -0.2822; number 37, F, carries -0.1953; number 38, N, carries -0.2309; number 39, S, carries 0.4268; number 40, O, carries -0.3299; number 41, O, carries -0.3421; number 42, F, carries -0.2739; number 43, S, carries 0.6207; number 44, O, carries -0.3117; number 45, O, carries -0.3081; number 46, F, carries -0.2097; number 47, N, carries -0.2638; number 48, S, carries 0.4310; number 49, O, carries -0.3367; number 50, O, carries -0.3088; number 51, F, carries -0.2967; number 52, S, carries 0.5746; number 53, O, carries -0.2873; number 54, O, carries -0.2973; number 55, F, carries -0.1783; number 56, N, carries -0.2605; number 57, S, carries 0.3600; number 58, O, carries -0.2736; number 59, O, carries -0.3039; number 60, F, carries -0.2602; number 61, S, carries 0.5990; number 62, O, carries -0.3272; number 63, O, carries -0.2468; number 64, F, carries -0.2809; number 65, N, carries -0.2873; number 66, S, carries 0.4501; number 67, O, carries -0.3067; number 68, O, carries -0.2870; number 69, F, carries -0.2706; number 70, S, carries 0.5322; number 71, O, carries -0.2503; number 72, O, carries -0.2444; number 73, F, carries -0.2276; number 74, N, carries -0.3077; number 75, S, carries 0.4988; number 76, O, carries -0.3927; number 77, O, carries -0.2970; number 78, F, carries -0.2461; number 79, S, carries 0.5705; number 80, O, carries -0.2854; number 81, O, carries -0.3056; number 82, F, carries -0.2040; number 83, N, carries -0.2527; number 84, S, carries 0.4317; number 85, O, carries -0.3317; number 86, O, carries -0.3384; number 87, F, carries -0.2166; number 88, S, carries 0.5257; number 89, O, carries -0.2991; number 90, O, carries -0.2663; number 91, F, carries -0.1855; number 92, N, carries -0.2741; number 93, S, carries 0.4150; number 94, O, carries -0.3068; number 95, O, carries -0.3019; number 96, F, carries -0.2157; number 97, S, carries 0.6439; number 98, O, carries -0.2964; number 99, O, carries -0.3094

***

Formula: C12H14F6I2IrNO4S2
Source: the Open Molecules 2025 dataset
Level of theory: ωB97M-V/def2-TZVPD

HOMO level (spin up / spin down) ... -19.93 / -19.97 eV
Orbital gap (spin up / spin down) ... 8.3 / 6.7 eV
Spin multiplicity ... 2
Charge ... +3
<S²> ... 0.754

Atoms and positions in Å:
Ir -0.16 0.73 -0.12
C 1.45 1.87 2.68
C 0.16 1.53 2.05
C -0.45 0.26 2.26
C -1.61 -0.15 1.59
C -2.17 -1.51 1.79
C -2.18 0.76 0.66
C -1.79 2.11 0.63
C -2.62 3.17 -0.02
C -0.50 2.42 1.19
H 1.96 2.69 2.17
H 2.11 1.00 2.77
H 1.23 2.20 3.71
H 0.05 -0.45 2.92
H -2.79 -1.83 0.96
H -2.81 -1.47 2.68
H -1.39 -2.25 2.00
H -3.05 0.45 0.09
H -3.22 2.79 -0.85
H -2.04 4.04 -0.31
H -3.33 3.51 0.75
H -0.11 3.42 1.06
I -0.04 2.27 -2.27
C -0.06 0.98 -3.98
I 1.77 0.17 -4.65
H -0.46 1.59 -4.79
H -0.71 0.14 -3.76
F 3.96 -2.47 1.30
C 3.89 -1.36 0.62
F 4.13 -0.31 1.38
F 4.65 -1.37 -0.44
S 2.10 -1.15 0.08
O 1.29 -1.27 1.26
O 1.92 0.22 -0.54
N 1.83 -2.26 -0.99
S 0.59 -2.05 -1.91
O -0.36 -1.01 -1.40
O 0.94 -1.86 -3.31
C -0.39 -3.65 -1.83
F 0.40 -4.62 -2.21
F -0.78 -3.79 -0.58
F -1.41 -3.50 -2.64

Which charges does natural (NBO) predict for the atoms? In e, they are: number 1, Ir, carries 0.8854; number 2, C, carries -0.6740; number 3, C, carries 0.1516; number 4, C, carries -0.1396; number 5, C, carries 0.1315; number 6, C, carries -0.6756; number 7, C, carries -0.2410; number 8, C, carries 0.1539; number 9, C, carries -0.6800; number 10, C, carries -0.2909; number 11, H, carries 0.2640; number 12, H, carries 0.2686; number 13, H, carries 0.3070; number 14, H, carries 0.3018; number 15, H, carries 0.2611; number 16, H, carries 0.3076; number 17, H, carries 0.2740; number 18, H, carries 0.2843; number 19, H, carries 0.2657; number 20, H, carries 0.2547; number 21, H, carries 0.3107; number 22, H, carries 0.2906; number 23, I, carries 0.6120; number 24, C, carries -0.7890; number 25, I, carries 1.0323; number 26, H, carries 0.2946; number 27, H, carries 0.2879; number 28, F, carries -0.2462; number 29, C, carries 0.8436; number 30, F, carries -0.2736; number 31, F, carries -0.2599; number 32, S, carries 2.1542; number 33, O, carries -0.9351; number 34, O, carries -0.9356; number 35, N, carries -1.1355; number 36, S, carries 2.1957; number 37, O, carries -0.9759; number 38, O, carries -0.9204; number 39, C, carries 0.8283; number 40, F, carries -0.2449; number 41, F, carries -0.2782; number 42, F, carries -0.2660

***

Number 1: M 187.24 g/mol. Number 2: M 219.31 g/mol. Number 3: M 549.29 g/mol. Number 4: M 221.71 g/mol. Number 5: M 1987.59 g/mol. Number 6: M 860.39 g/mol.